1.
Computed, not measured: 2 unconnected molecules or ions with the total composition C3H10N2O2 at a distorted geometry, with ωB97M-V/def2-TZVPD.

As for the SMILES: [H]/N=C/OC.CNO. As for the HOMO-LUMO gap: 9.344 eV. Its energy above the lowest of the compared OMol25 structures with the same formula, charge and spin is 129.5 kcal/mol.

Atoms and positions in Å:
H -1.25314 -2.26752 0.89157
N -0.88734 -1.32314 0.87371
C -0.55437 -0.93011 -0.28652
O -1.20734 0.38919 -0.88245
C -2.14354 1.02625 -0.05602
H -0.46362 -1.55883 -1.17455
H -2.81155 1.63128 -0.67784
H -2.73673 0.29117 0.50703
H -1.66703 1.67406 0.69059
C 1.64913 0.51073 0.75767
N 1.24529 -0.04812 -0.52577
O 2.01876 -1.14228 -1.00738
H 2.22255 -0.21572 1.32763
H 2.17274 1.45048 0.58886
H 0.78189 0.72327 1.38379
H 0.74704 0.57488 -1.16797
H 2.88726 -0.78558 -1.24235

2.
Computed, not measured: 2 unconnected molecules or ions with the total composition C3H10N2O2 at a distorted geometry, with ωB97M-V/def2-TZVPD.

As for the SMILES: CCNC(N)=O.O. As for the HOMO-LUMO gap: 10.688 eV. Its energy above the lowest of the compared OMol25 structures with the same formula, charge and spin is 16.3 kcal/mol.

Atoms and positions in Å:
C -1.69977 0.15260 -1.48216
C -0.26217 0.55332 -1.15655
N 0.47838 -0.31694 -0.26307
C 1.30991 0.11267 0.71601
N 1.99033 1.29274 0.52019
O 1.47145 -0.45107 1.80161
H -2.07107 1.03687 -1.99609
H -2.33003 -0.14462 -0.64896
H -1.72786 -0.46853 -2.39802
H 0.25267 0.83554 -2.07879
H -0.41482 1.50081 -0.62092
H -0.21580 -0.94877 0.17201
H 2.75908 1.48541 1.13345
H 1.61934 2.04415 -0.03110
O -0.71335 -2.18779 2.22541
H -0.06358 -1.47206 2.20847
H -0.38271 -3.02431 1.89850

3.
Computed, not measured: 2 unconnected molecules or ions with the total composition C3H10N2O2 at a distorted geometry, with ωB97M-V/def2-TZVPD.

As for the SMILES: COC(C)=O.NN. As for the HOMO-LUMO gap: 8.853 eV. Its energy above the lowest of the compared OMol25 structures with the same formula, charge and spin is 90.6 kcal/mol.

Atoms and positions in Å:
C 2.33839 -0.11518 0.00059
O 1.02632 0.05683 0.50415
C -0.13450 -0.81256 -0.10953
C -1.02539 -1.21284 1.02828
O 0.10974 -1.49063 -1.08902
H 3.01846 0.38396 0.70122
H 2.44425 0.36343 -0.97989
H 2.64674 -1.15971 -0.12148
H -0.81155 -2.25004 1.28873
H -0.87441 -0.58858 1.90959
H -2.07254 -1.11453 0.72911
N -0.79771 1.04859 -1.19089
N -1.53979 1.83916 -0.26159
H 0.25808 0.90666 -1.09609
H -1.36103 0.68878 -1.96213
H -2.29952 1.30487 0.15862
H -0.92553 2.15178 0.49032

4.
Computed, not measured: 2 unconnected molecules or ions with the total composition C3H10N2O2 at a distorted geometry, with ωB97M-V/def2-TZVPD.

As for the SMILES: NCCC(N)=O.O. As for the HOMO-LUMO gap: 10.130 eV. Its energy above the lowest of the compared OMol25 structures with the same formula, charge and spin is 30.6 kcal/mol.

Atoms and positions in Å:
N -0.31684 -2.32792 0.36125
C 0.87886 -1.51754 0.55557
C 0.58143 -0.12918 0.11449
C 1.61068 1.00494 0.25337
N 2.64572 0.94324 -0.67298
O 1.43750 2.05281 0.83455
H -0.35228 -2.95309 -0.42570
H -0.70270 -2.81584 1.15787
H 1.16980 -1.65490 1.61098
H 1.80556 -1.89781 0.05800
H -0.39466 0.29613 0.49915
H 0.25327 -0.12205 -0.94433
H 3.43774 1.52941 -0.48184
H 2.70558 0.10478 -1.22554
O -5.00836 2.14761 -0.58631
H -4.25405 2.54824 -1.02794
H -5.49725 2.79118 -0.08060

5.
Computed, not measured: 2 unconnected molecules or ions with the total composition C3H10N2O2 at a distorted geometry, with ωB97M-V/def2-TZVPD.

As for the HOMO-LUMO gap: 7.623 eV. Its energy above the lowest of the compared OMol25 structures with the same formula, charge and spin is 150.5 kcal/mol.

Atoms and positions in Å:
C -0.49398 0.79509 0.52624
C -0.44371 -1.35323 -0.06553
C -0.12869 1.66792 -0.64008
N 0.80058 -1.90805 0.22271
N 1.69928 -1.64309 -0.86104
O -1.85736 0.76432 0.82076
O 0.26982 1.17363 1.64296
H -2.18984 1.67554 0.87868
H -0.01582 0.63984 2.39752
H 0.34126 -0.54707 0.52670
H 2.62364 -1.90168 -0.53375
H 1.48241 -2.26764 -1.63954
H -1.23691 -1.65314 0.61198
H -0.73669 -1.11757 -1.09104
H 0.94073 1.60957 -0.83937
H -0.38216 2.71597 -0.42740
H -0.67256 1.34959 -1.52979

6.
Computed, not measured: 2 unconnected molecules or ions with the total composition C3H10N2O2 at a distorted geometry, with ωB97M-V/def2-TZVPD.

As for the SMILES: CN(N)C=O.CO. As for the HOMO-LUMO gap: 9.705 eV. Its energy above the lowest of the compared OMol25 structures with the same formula, charge and spin is 80.2 kcal/mol.

Atoms and positions in Å:
C 0.41115 -2.05215 0.78830
N 0.36265 -0.66243 0.36136
N 1.56052 -0.30560 -0.32122
C -0.17011 0.33915 1.24631
O 0.30624 1.44931 1.37479
H -0.41433 -2.27103 1.46264
H 1.33906 -2.27179 1.32150
H 0.37974 -2.68474 -0.09930
H 1.28688 0.06435 -1.23324
H 2.00957 0.45222 0.19293
H -0.90052 -0.09827 1.94256
C -1.33435 1.12797 -1.10269
O -0.20235 1.61263 -1.80328
H -1.66651 1.81844 -0.32031
H -2.17088 1.15359 -1.81245
H -0.98734 -0.01081 -0.69694
H 0.19059 2.33915 -1.30095

| no. | HOMO level (eV) |
| --- | --- |
| 1 | -8.703 |
| 2 | -9.946 |
| 3 | -8.003 |
| 4 | -9.302 |
| 5 | -6.905 |
| 6 | -8.913 |